# C3H11NOS

A cluster of 2 separate species, C3H11NOS in total (ωB97M-V with the def2-TZVPD basis set, the OMol25 dataset).

The geometry in XYZ format:
```
17
Properties=species:S:1:pos:R:3:lowdin_spin:R:1
C 0.39 0.10 1.58 0.073
S -1.33 0.34 1.09 0.742
C -2.12 -0.30 2.56 0.087
H 0.67 -0.91 1.30 0.026
H 0.38 0.25 2.63 0.008
H 1.05 0.86 1.17 0.003
H -3.01 -0.88 2.39 0.010
H -1.45 -0.82 3.22 0.001
H -2.43 0.65 3.02 0.037
N 2.03 0.81 -2.46 0.001
C 1.75 -0.56 -2.16 0.002
O 0.42 -0.73 -1.69 0.007
H 2.94 0.98 -2.87 0.000
H 1.88 1.51 -1.76 0.000
H 1.80 -1.29 -2.96 0.001
H 2.43 -0.85 -1.33 0.000
H 0.07 0.06 -1.27 0.002
```

As for the energy above the lowest of the compared OMol25 structures with the same formula, charge and spin: 98.4 kJ/mol. Its HOMO-LUMO gap (spin up / spin down) is 8.472 / 3.607 eV. Its expectation value of S² is 0.753. The total charge is +1. The spin multiplicity is 2. The molar mass comes out at 109.194 Da. As for the LUMO energy (spin up / spin down): -3.70 / -8.55 eV. Its HOMO energy (spin up / spin down) is -12.17 / -12.16 eV. The electronic energy comes out at -648.72051 hartree.

# C3H11NOS2

A cluster of 3 separate species, C3H11NOS2 in total (ωB97M-V with the def2-TZVPD basis set, the OMol25 dataset).

The geometry in XYZ format:
```
18
Properties=species:S:1:pos:R:3:lowdin_charge:R:1
S 4.01 0.68 -0.33 0.268
S -3.34 0.02 -0.67 0.675
C -1.89 0.24 0.44 -0.528
C -0.76 -0.73 0.13 -0.327
N 0.00 -0.30 -1.03 -0.124
C 0.54 1.04 -1.03 -0.174
H -4.23 -0.37 0.26 -0.172
H -1.58 1.27 0.28 0.043
H -2.27 0.14 1.45 0.064
H -1.17 -1.71 -0.09 0.104
H -0.12 -0.83 1.02 0.093
H 0.72 -0.97 -1.26 0.097
H -0.24 1.75 -1.33 0.078
H 1.31 1.07 -1.81 0.061
H 0.96 1.36 -0.05 0.074
H 2.69 -0.70 2.09 0.042
H 3.03 -0.91 0.63 -0.158
O 2.32 -1.08 1.28 -0.114
```

As for the energy above the lowest of the compared OMol25 structures with the same formula, charge and spin: 441.9 kJ/mol. Its HOMO-LUMO gap is 4.422 eV. The molar mass comes out at 141.261 Da. As for the LUMO energy: -4.20 eV. Its HOMO energy is -8.62 eV. The electronic energy comes out at -1047.09905 hartree.

# C3H11NOS2

A cluster of 2 separate species, C3H11NOS2 in total (ωB97M-V with the def2-TZVPD basis set, the OMol25 dataset).

The geometry in XYZ format:
```
18
Properties=species:S:1:pos:R:3:lowdin_spin:R:1
S -1.09 2.16 2.22 0.007
S -1.87 1.06 0.57 0.029
C -0.72 1.97 -0.69 0.014
C 0.41 0.91 -0.72 0.061
N -0.03 -0.45 -1.20 0.782
C 1.25 -1.21 -1.84 0.034
H -0.07 1.44 2.79 0.002
H -1.32 1.95 -1.58 0.000
H -0.65 2.97 -0.30 0.001
H 0.89 0.88 0.28 0.030
H 1.11 1.31 -1.38 0.006
H -1.08 -0.70 -0.88 0.004
H 1.45 -0.60 -2.64 0.014
H 0.91 -2.31 -1.96 -0.001
H 2.23 -1.19 -1.20 0.018
H -1.01 -3.21 2.57 0.000
H -0.27 -2.00 2.99 0.000
O -0.15 -2.96 2.96 0.000
```

As for the energy above the lowest of the compared OMol25 structures with the same formula, charge and spin: 246.1 kJ/mol. Its HOMO-LUMO gap (spin up / spin down) is 9.388 / 5.739 eV. Its expectation value of S² is 0.756. The total charge is +1. The spin multiplicity is 2. The molar mass comes out at 141.261 Da. As for the LUMO energy (spin up / spin down): -3.98 / -7.60 eV. Its HOMO energy (spin up / spin down) is -13.37 / -13.34 eV. The electronic energy comes out at -1046.87053 hartree.

# C3H11NOSi3

A structure of composition C3H11NOSi3 (ωB97M-V with the def2-TZVPD basis set, the OMol25 dataset).

The geometry in XYZ format:
```
19
Properties=species:S:1:pos:R:3:lowdin_charge:R:1
C 0.31 1.24 -0.64 -0.618
C 1.13 -0.01 -0.65 -0.378
C -0.03 -0.59 0.13 -0.511
N -0.70 0.77 0.15 -0.186
O 0.50 2.33 -1.13 0.046
Si 2.63 0.18 0.47 0.716
Si -0.96 -2.10 -0.62 0.676
Si -2.17 1.62 0.56 0.641
H 1.22 -0.53 -1.56 0.087
H 0.09 -0.77 1.26 0.115
H 3.91 0.60 -0.25 -0.052
H 2.81 -1.15 0.82 -0.095
H 2.21 0.85 1.67 -0.046
H -2.17 -2.41 0.15 -0.085
H 0.17 -3.15 -0.21 -0.036
H -1.02 -2.15 -2.14 -0.064
H -2.15 1.37 1.92 -0.109
H -3.30 0.79 -0.30 -0.039
H -2.48 3.10 0.38 -0.060
```

As for the energy above the lowest of the compared OMol25 structures with the same formula, charge and spin: 143.7 kJ/mol. Its HOMO-LUMO gap is 10.153 eV. The molar mass comes out at 161.385 Da. As for the LUMO energy: 0.70 eV. Its HOMO energy is -9.46 eV. The electronic energy comes out at -1119.27989 hartree.

# C3H11NS

A cluster of 2 separate species, C3H11NS in total (ωB97M-V with the def2-TZVPD basis set, the OMol25 dataset).

The geometry in XYZ format:
```
16
Properties=species:S:1:pos:R:3:lowdin_charge:R:1
C -2.36 1.88 0.43 -0.171
N -0.89 1.84 0.39 -0.173
C -0.45 1.11 1.56 -0.184
H -2.58 2.92 0.88 0.092
H -2.74 1.16 1.24 0.074
H -2.93 1.74 -0.50 0.071
H -0.73 1.50 -0.56 0.093
H -1.13 0.26 1.81 0.079
H 0.57 0.72 1.63 0.057
H -0.45 1.72 2.38 0.041
C 0.31 -2.00 -1.52 -0.391
S 1.88 -1.31 -0.50 0.489
H -0.49 -1.98 -0.78 -0.007
H 0.72 -3.01 -1.85 0.038
H -0.02 -1.17 -2.20 0.023
H 0.84 -1.65 0.41 -0.131
```

As for the energy above the lowest of the compared OMol25 structures with the same formula, charge and spin: 247.1 kJ/mol. Its HOMO-LUMO gap is 9.351 eV. The molar mass comes out at 93.195 Da. As for the LUMO energy: 0.53 eV. Its HOMO energy is -8.82 eV. The electronic energy comes out at -573.73740 hartree. As for the structure (SMILES): CNC.CS.

# C3H11NS

A cluster of 3 separate species, C3H11NS in total (ωB97M-V with the def2-TZVPD basis set, the OMol25 dataset).

The geometry in XYZ format:
```
16
Properties=species:S:1:pos:R:3:lowdin_charge:R:1
S -1.49 2.28 -1.17 0.433
H -2.14 3.30 -0.56 -0.275
C 1.07 -1.76 -0.20 -0.090
C 0.21 -0.68 0.46 -0.528
C 0.91 0.66 0.47 -0.132
N -1.17 -0.70 -0.14 -0.013
H 0.60 -2.75 -0.10 0.079
H 1.29 -1.53 -1.26 0.082
H 2.04 -1.75 0.31 0.070
H 0.03 -1.07 1.44 0.111
H 0.93 1.04 -0.57 0.048
H 1.94 0.55 0.82 0.074
H 0.34 1.40 1.06 0.042
H -1.18 -1.06 -1.09 0.059
H -1.85 1.78 0.73 0.165
H -1.54 0.28 -0.21 -0.126
```

As for the energy above the lowest of the compared OMol25 structures with the same formula, charge and spin: 289.2 kJ/mol. Its HOMO-LUMO gap is 7.577 eV. The molar mass comes out at 93.195 Da. As for the LUMO energy: -1.50 eV. Its HOMO energy is -9.07 eV. The electronic energy comes out at -573.72136 hartree.

# C3H11NS2

A cluster of 2 separate species, C3H11NS2 in total (ωB97M-V with the def2-TZVPD basis set, the OMol25 dataset).

The geometry in XYZ format:
```
17
Properties=species:S:1:pos:R:3:lowdin_charge:R:1
C 2.23 0.94 2.11 -0.116
C 2.52 1.11 0.58 -0.369
N 2.74 2.51 0.19 -0.058
H 1.67 1.64 2.75 0.061
H 1.62 0.00 2.15 0.071
H 3.30 0.97 2.57 0.092
H 3.49 0.53 0.29 0.120
H 1.72 0.65 -0.02 0.048
H 3.23 3.01 0.98 0.079
H 3.34 2.51 -0.67 0.075
C -0.90 0.66 -0.54 -0.538
S -2.31 -0.47 -0.78 0.357
S -1.34 -2.25 -0.42 0.283
H -1.22 1.58 0.04 0.047
H -0.33 1.12 -1.44 0.066
H -0.07 0.10 -0.05 -0.029
H -0.74 -2.51 -1.61 -0.188
```

As for the energy above the lowest of the compared OMol25 structures with the same formula, charge and spin: 115.4 kJ/mol. Its HOMO-LUMO gap is 9.641 eV. The molar mass comes out at 125.262 Da. As for the LUMO energy: 0.52 eV. Its HOMO energy is -9.12 eV. The electronic energy comes out at -971.97417 hartree. As for the structure (SMILES): CCN.CSS.

# C3H11NSSi

A cluster of 2 separate species, C3H11NSSi in total (ωB97M-V with the def2-TZVPD basis set, the OMol25 dataset).

The geometry in XYZ format:
```
17
Properties=species:S:1:pos:R:3:lowdin_charge:R:1
C -0.15 -1.23 1.17 -0.275
C -1.70 2.47 -0.12 0.070
C -0.14 -2.02 -1.83 -0.214
N 2.09 1.17 0.72 -0.459
Si 0.30 -0.56 -0.51 0.442
S 2.35 0.03 -0.55 0.493
H 0.25 -0.62 1.94 -0.003
H -1.18 -1.31 1.12 -0.013
H 0.43 -2.11 1.47 0.039
H -1.71 2.62 -1.14 -0.062
H -2.16 1.54 0.42 0.019
H -1.07 2.98 0.49 -0.069
H -0.53 -1.54 -2.73 0.009
H 0.85 -2.39 -1.84 -0.019
H -0.82 -2.72 -1.51 -0.019
H 2.31 0.62 1.57 0.012
H 2.81 1.95 0.68 0.051
```

As for the energy above the lowest of the compared OMol25 structures with the same formula, charge and spin: 438.2 kJ/mol. Its HOMO-LUMO gap (spin up / spin down) is 8.332 / 7.321 eV. The molar mass comes out at 121.281 Da. As for the LUMO energy (spin up / spin down): -0.25 / 0.39 eV. Its HOMO energy (spin up / spin down) is -8.58 / -6.93 eV. The electronic energy comes out at -863.18452 hartree.

# C3H11O2S

A cluster of 3 separate species, C3H11O2S in total (ωB97M-V with the def2-TZVPD basis set, the OMol25 dataset).

The geometry in XYZ format:
```
17
Properties=species:S:1:pos:R:3:lowdin_charge:R:1
C 1.74 -0.77 -0.87 -0.212
C 1.71 0.62 -0.50 -0.488
C 1.73 0.72 1.00 -0.708
S 0.09 1.48 1.37 0.209
H 2.56 -1.48 -0.41 0.105
H 1.96 -0.65 -1.89 0.034
H 0.78 -1.28 -0.64 0.074
H 2.44 1.36 -1.18 0.143
H 0.68 1.04 -0.93 0.076
H 2.57 1.29 1.33 0.025
H 1.65 -0.26 1.51 0.036
H -1.76 -2.40 -1.68 0.041
H -2.97 -2.01 -0.85 -0.020
O -2.74 -2.56 -1.59 -0.113
H -2.35 0.61 -0.26 0.095
H -1.00 -0.11 0.15 -0.073
O -1.90 -0.34 -0.27 -0.223
```

As for the energy above the lowest of the compared OMol25 structures with the same formula, charge and spin: 197.3 kJ/mol. Its HOMO-LUMO gap is 6.591 eV. The total charge is -1. The molar mass comes out at 111.186 Da. As for the LUMO energy: 3.87 eV. Its HOMO energy is -2.72 eV. The electronic energy comes out at -669.54579 hartree.

# C3H11O3

A cluster of 3 separate species, C3H11O3 in total (ωB97M-V with the def2-TZVPD basis set, the OMol25 dataset).

The geometry in XYZ format:
```
17
Properties=species:S:1:pos:R:3:lowdin_charge:R:1
C 0.15 0.15 -0.78 -0.571
O 0.29 0.64 0.43 -0.294
C -1.22 0.02 -1.36 -0.250
C -1.25 -0.36 -2.91 -0.119
H 0.53 -0.90 -0.93 0.093
H 0.76 0.65 -1.62 0.098
H -1.64 1.07 -1.34 0.111
H -1.92 -0.43 -0.83 0.038
H -2.26 -0.32 -3.30 0.045
H -0.83 -1.30 -3.14 0.030
H -0.68 0.36 -3.54 0.061
H 0.19 -1.95 2.28 -0.029
H -0.30 -0.83 1.48 0.010
O -0.62 -1.57 2.07 -0.089
H 1.51 0.99 1.72 -0.045
H 2.89 1.50 1.50 0.047
O 2.29 1.21 2.25 -0.136
```

As for the energy above the lowest of the compared OMol25 structures with the same formula, charge and spin: 92.1 kJ/mol. Its HOMO-LUMO gap is 7.559 eV. The total charge is -1. The molar mass comes out at 95.118 Da. As for the LUMO energy: 4.10 eV. Its HOMO energy is -3.46 eV. The electronic energy comes out at -346.61737 hartree.

# C3H11O3S2

A cluster of 3 separate species, C3H11O3S2 in total (ωB97M-V with the def2-TZVPD basis set, the OMol25 dataset).

The geometry in XYZ format:
```
19
Properties=species:S:1:pos:R:3:lowdin_charge:R:1
C 0.56 0.36 1.35 -0.230
C 1.01 0.89 -0.06 -0.308
O 1.96 0.10 -0.58 -0.043
C -0.12 -0.99 1.27 -0.593
S -1.95 -0.89 1.05 0.211
S -2.20 -0.92 -1.02 -0.201
H -0.15 1.10 1.70 0.081
H 1.36 0.37 1.98 0.064
H 0.16 1.09 -0.73 0.091
H 1.52 1.72 -0.09 0.057
H -0.09 -1.42 2.28 0.036
H 0.45 -1.83 0.69 0.100
H 0.36 -1.18 -2.55 0.023
H 0.00 -2.35 -1.68 -0.009
H 1.69 -0.78 -0.68 -0.002
O 0.79 -1.90 -2.07 -0.129
H -1.38 2.20 0.35 -0.040
H -2.23 1.89 -0.80 -0.078
O -1.74 2.54 -0.42 -0.032
```

As for the energy above the lowest of the compared OMol25 structures with the same formula, charge and spin: 162.9 kJ/mol. Its HOMO-LUMO gap is 6.442 eV. The total charge is -1. The molar mass comes out at 159.252 Da. As for the LUMO energy: 3.49 eV. Its HOMO energy is -2.95 eV. The electronic energy comes out at -1143.01820 hartree.

# C3H11O4

A structure of composition C3H11O4 (ωB97M-V with the def2-TZVPD basis set, the OMol25 dataset).

The geometry in XYZ format:
```
18
Properties=species:S:1:pos:R:3:lowdin_charge:R:1
C -0.31 0.49 0.39 -0.300
O 0.33 0.99 -0.80 -0.175
C -1.00 -0.84 0.13 -0.202
C -2.32 -0.61 -0.57 -0.121
O -3.24 0.31 0.71 -0.205
H 0.45 0.39 1.25 0.119
H -1.08 1.27 0.64 0.106
H -1.18 -1.31 1.13 0.126
H -0.32 -1.49 -0.48 0.133
H -2.36 0.25 -1.25 0.120
H -2.64 -1.46 -1.13 0.106
H -3.33 -0.61 0.10 0.002
H 1.19 0.41 -0.97 0.019
H 3.17 -0.07 -1.75 -0.046
O 2.53 -0.35 -1.09 -0.367
H 2.90 -0.16 0.24 -0.042
H 2.99 0.95 1.47 -0.027
O 3.13 0.01 1.30 -0.244
```

As for the energy above the lowest of the compared OMol25 structures with the same formula, charge and spin: 439.7 kJ/mol. Its HOMO-LUMO gap is 7.964 eV. The total charge is -1. The molar mass comes out at 111.117 Da. As for the LUMO energy: 3.31 eV. Its HOMO energy is -4.65 eV. The electronic energy comes out at -421.74342 hartree.

# C3H11O4

A structure of composition C3H11O4 (ωB97M-V with the def2-TZVPD basis set, the OMol25 dataset).

The geometry in XYZ format:
```
18
Properties=species:S:1:pos:R:3:lowdin_charge:R:1
C -0.05 0.53 -0.60 -0.005
C -1.40 1.19 -0.40 -0.284
O -2.35 0.38 0.26 -0.152
C -0.08 -0.82 -1.26 0.075
O 3.06 0.31 -0.52 -0.441
H -0.18 -0.72 -0.05 0.134
H 0.97 0.93 -0.53 0.094
H -1.25 2.13 0.12 0.103
H -1.95 1.54 -1.33 0.131
H -2.39 -2.16 1.65 -0.081
H -1.13 -1.27 -1.62 0.155
H 0.88 -1.50 -1.43 0.147
H 3.97 0.46 -0.75 -0.113
H 2.49 0.39 0.80 -0.023
O 1.90 0.27 1.72 -0.177
H -1.85 -0.33 0.85 -0.036
H 1.04 0.15 1.43 -0.099
O -1.68 -1.49 1.67 -0.428
```

As for the energy above the lowest of the compared OMol25 structures with the same formula, charge and spin: 608.3 kJ/mol. Its HOMO-LUMO gap is 6.535 eV. The total charge is -1. The molar mass comes out at 111.117 Da. As for the LUMO energy: 1.85 eV. Its HOMO energy is -4.69 eV. The electronic energy comes out at -421.67923 hartree.

# C3H11O4

A cluster of 3 separate species, C3H11O4 in total (ωB97M-V with the def2-TZVPD basis set, the OMol25 dataset).

The geometry in XYZ format:
```
18
Properties=species:S:1:pos:R:3:lowdin_charge:R:1
C -0.57 0.39 1.47 -0.358
O -1.76 0.07 0.83 -0.125
C 0.01 1.75 1.06 -0.188
C 0.42 1.90 -0.41 -0.281
O 1.21 0.81 -0.89 -0.118
H -0.76 0.44 2.55 0.093
H 0.16 -0.47 1.47 0.123
H 0.86 2.02 1.71 0.104
H -0.78 2.48 1.28 0.103
H -0.51 1.80 -1.02 0.116
H 0.90 2.85 -0.61 0.098
H 0.73 -0.03 -0.83 0.022
H -1.39 -0.41 0.01 0.010
H -1.39 -1.72 -1.50 -0.074
O -0.60 -1.37 -1.05 -0.425
H 1.30 -3.94 -0.71 0.010
H 0.95 -2.81 -1.72 0.001
O 1.23 -3.75 -1.65 -0.111
```

As for the energy above the lowest of the compared OMol25 structures with the same formula, charge and spin: 70.6 kJ/mol. Its HOMO-LUMO gap is 8.432 eV. The total charge is -1. The molar mass comes out at 111.117 Da. As for the LUMO energy: 4.03 eV. Its HOMO energy is -4.40 eV. The electronic energy comes out at -421.88403 hartree.